[1]
Entry from the OMol25 dataset: a structure of composition C25H36CeCl2N8O2 (ωB97M-V/def2-TZVPD).

Output
- M (u) = 691.64
- HOMO energy (alpha / beta) (eV) = -15.403 / -15.402
- total charge = +3
- ΔE to the lowest compared entry with this formula, charge and spin (kJ/mol) = 74.0
- calculated total energy (eV) = -80478.164
- spin multiplicity = 2
- E_LUMO (alpha / beta) (eV) = -8.7 / -8.7

Geometry (Å):
Ce: -0.545 -0.476 0.135
O: 4.671 -2.260 -0.114
C: 4.298 -2.205 -1.389
C: 5.149 -2.793 -2.333
C: 4.829 -2.791 -3.670
C: 3.634 -2.214 -4.118
C: 2.784 -1.640 -3.207
C: 3.082 -1.625 -1.828
C: 2.133 -0.984 -0.930
O: 0.971 -0.615 -1.383
N: 2.490 -0.819 0.348
N: 1.542 -0.168 1.085
C: 1.817 0.360 2.224
C: 0.747 1.110 2.880
C: 0.936 1.725 4.111
C: -0.088 2.497 4.644
C: -1.261 2.641 3.922
C: -1.373 1.989 2.703
N: -0.411 1.224 2.185
H: 4.082 -1.696 0.424
H: 6.075 -3.223 -1.977
H: 5.521 -3.216 -4.384
H: 3.404 -2.192 -5.174
H: 1.883 -1.140 -3.539
H: 2.811 0.308 2.664
H: 1.872 1.617 4.640
H: 0.036 2.992 5.597
H: -2.073 3.250 4.291
H: -2.273 2.096 2.107
Cl: -2.526 -0.698 -1.776
C: -2.597 1.043 -2.113
Cl: -1.435 1.854 -1.040
H: -3.600 1.401 -1.902
H: -2.316 1.218 -3.147
N: 0.074 -5.660 -2.659
C: 0.370 -4.328 -3.273
C: -0.454 -3.239 -2.583
N: -0.230 -3.197 -1.128
C: -0.553 -4.513 -0.557
C: 0.285 -5.633 -1.177
H: 0.662 -6.380 -3.090
H: -0.895 -5.927 -2.858
H: 0.143 -4.367 -4.338
H: 1.437 -4.127 -3.156
H: -1.520 -3.405 -2.763
H: -0.172 -2.282 -3.020
H: 0.769 -3.035 -0.990
H: -1.616 -4.709 -0.721
H: -0.381 -4.488 0.518
H: 0.016 -6.602 -0.760
H: 1.349 -5.460 -1.001
C: 0.292 -3.703 4.822
C: 0.749 -4.003 3.405
N: 0.110 -3.065 2.472
C: -1.164 -2.588 2.720
N: -1.637 -1.712 1.834
C: -2.957 -1.143 2.165
C: -3.881 -2.222 2.710
C: -3.256 -2.788 3.969
N: -1.828 -3.045 3.777
C: -1.216 -3.851 4.839
H: 0.569 -2.683 5.096
H: 0.753 -4.385 5.533
H: 0.450 -5.020 3.135
H: 1.829 -3.926 3.299
H: 0.731 -2.376 2.075
H: -3.394 -0.700 1.262
H: -2.841 -0.353 2.917
H: -4.001 -3.006 1.960
H: -4.863 -1.814 2.941
H: -3.736 -3.729 4.246
H: -3.380 -2.098 4.808
H: -1.498 -4.899 4.706
H: -1.631 -3.512 5.790

=====

[2]
Entry from the OMol25 dataset: a cluster of 3 separate species, C4H17N2O2 in total (ωB97M-V/def2-TZVPD).

Output
- M (u) = 125.19
- HOMO energy (eV) = -12.961
- total charge = +1
- ΔE to the lowest compared entry with this formula, charge and spin (kJ/mol) = 109.8
- calculated total energy (eV) = -11492.753
- E_LUMO (eV) = -2.8

Geometry (Å):
C: 1.886 -0.672 1.037
C: 1.523 -1.571 -0.103
C: 0.367 -0.988 -0.950
C: -1.936 -0.665 -1.436
N: -0.980 -1.341 -0.511
N: 0.677 -0.445 1.912
H: 2.223 0.307 0.751
H: 2.632 -1.049 1.731
H: 2.404 -1.715 -0.728
H: 1.323 -2.574 0.175
H: 0.586 -1.312 -1.975
H: 0.519 0.080 -0.941
H: -1.651 0.249 -1.931
H: -2.889 -0.554 -0.934
H: -2.190 -1.347 -2.259
H: -1.100 -2.320 -0.726
H: -0.155 -0.233 1.344
H: 0.371 -1.283 2.418
H: 0.762 0.294 2.601
H: 0.299 2.272 0.061
H: 0.184 2.964 1.359
O: 0.558 2.150 0.988
H: -2.471 2.582 -0.716
H: -1.615 3.015 -1.827
O: -1.535 2.561 -0.974

=====

In order of appearance, maximum force = 2.377; 1.953 eV Å⁻¹.